Below is a molecular structure, C22H38CuN6O4, with properties calculated with the ωB97M-V functional and the def2-TZVPD basis.

Element x y z (Å)
Cu (-0.34576, -0.26118, -0.29007)
O (-0.36269, 0.39945, 2.28062)
O (1.62148, -1.44903, 0.15834)
O (0.96961, 1.74270, -0.35518)
O (-1.71102, -1.89446, 0.35931)
N (-0.49596, 1.62849, 4.18510)
N (-2.33830, 1.05556, -0.90093)
N (3.71586, -1.50422, -0.70692)
N (-1.71731, -3.59479, 1.70594)
N (3.04361, 2.65959, -0.68313)
N (-0.10095, -1.24761, -2.36194)
C (0.93618, -0.97838, -4.49621)
C (3.49169, 1.71989, -1.77426)
C (3.34636, -2.07650, -2.00551)
C (-1.99838, 2.34979, -1.05440)
C (-3.67748, 0.72373, -0.93358)
C (-0.59750, -4.26694, 1.04128)
C (-4.68135, 1.68970, -1.13632)
C (-0.93485, 1.20197, 3.00942)
C (1.80164, 3.31563, 1.21141)
C (-4.18906, 2.99876, -1.42425)
C (3.32582, -0.40469, 1.57887)
C (0.25215, -2.09656, -4.97062)
C (1.87779, 2.49604, -0.05274)
C (-3.48852, -2.02303, 2.11428)
C (-2.16595, 1.79782, 2.51833)
C (-2.85874, 3.38606, -1.38029)
C (2.82850, -1.18998, 0.35018)
C (-2.27988, -2.48173, 1.29573)
C (-0.98002, -2.22232, -2.99021)
C (-0.74721, -2.70333, -4.24102)
C (0.77127, -0.63797, -3.20493)
C (0.71270, 1.24285, 4.91516)
H (4.55557, -1.95962, -0.37889)
H (0.45871, -2.54424, -5.93151)
H (-1.63731, -2.62311, -2.23276)
H (0.44104, 0.65273, 5.79040)
H (-0.66930, -4.05444, -0.02539)
H (-2.63548, 2.50328, 3.20386)
H (4.10438, 0.29247, 1.26920)
H (-5.71959, 1.40049, -1.06695)
H (2.54787, 0.20184, 2.04258)
H (2.98429, 0.75787, -1.70233)
H (3.50932, 3.50297, -0.37996)
H (1.27140, 2.11299, 5.25986)
H (-4.96658, 3.72622, -1.60502)
H (3.34322, 2.13572, -2.77083)
H (-2.11965, -4.16412, 2.43676)
H (-1.30018, -3.52857, -4.66483)
H (1.78298, -0.60371, -5.05205)
H (-0.92929, 2.50054, -1.08115)
H (3.40642, -1.27391, -2.74059)
H (1.31402, 0.55332, 4.32267)
H (0.92136, 3.95732, 1.24924)
H (-2.59542, 4.41514, -1.57540)
H (-3.91241, -0.31156, -0.73514)
H (-0.69818, -5.35133, 1.08689)
H (2.38830, -2.58368, -2.11949)
H (1.07185, 0.36418, -2.93708)
H (-3.78501, -2.70016, 2.91533)
H (1.67860, 2.59285, 2.01799)
H (3.69104, -1.15699, 2.27798)
H (4.55567, 1.58118, -1.58241)
H (-4.33163, -1.80122, 1.46001)
H (-1.06631, 2.35756, 4.58915)
H (-3.24582, -1.06588, 2.57586)
H (-1.79316, 2.51746, 1.78945)
H (0.36309, -3.89209, 1.39464)
H (4.11389, -2.77182, -2.34538)
H (-2.88655, 1.08235, 2.12219)
H (2.76515, 3.80265, 1.36163)

Calculated values
E_LUMO	-1.559	eV
HOMO-LUMO gap	7.95	eV
charge	+1

Below is 4 unconnected molecules or ions with the total composition C18H33IO13P2, with properties calculated with the ωB97M-V functional and the def2-TZVPD basis.

Element x y z (Å)
I (1.49861, -1.93362, 6.69980)
P (3.36725, 0.00258, 4.15075)
P (-0.70156, 2.18627, 2.07295)
O (-0.93790, -0.09508, -7.63011)
O (0.21371, 1.18385, -9.09339)
O (-0.09820, 3.14136, 0.89670)
O (-2.81916, 2.91118, -2.84952)
O (-0.37596, -6.49055, 3.40591)
O (-0.07305, -0.37098, 1.33263)
O (0.48365, -4.50937, 3.36461)
O (3.45817, -1.42323, 3.78815)
O (0.74179, -0.97019, -8.66816)
O (-2.15799, 1.36806, -4.36152)
O (-3.77361, 2.69515, -4.88579)
O (0.84814, -5.88397, 1.60831)
O (1.54801, 0.58312, 2.50961)
C (1.93604, 2.34290, 4.21178)
C (3.10580, 3.66357, 2.23422)
C (-0.57649, -7.76213, 2.78581)
C (1.31293, 1.06752, 7.08635)
C (-4.65460, 3.77696, -4.55809)
C (0.55890, 0.24572, 4.71702)
C (1.81682, -0.85468, -9.60523)
C (0.31106, 0.59235, 1.93039)
C (-1.79727, 1.02333, -7.36858)
C (1.26752, -3.49401, 2.71355)
C (2.58290, 3.07280, 3.12693)
C (0.36972, -5.64258, 2.68700)
C (0.02209, 0.14309, -8.51891)
C (1.73255, 0.83053, 3.91927)
C (-2.90844, 2.37737, -3.92432)
C (-1.17014, 0.91809, -3.42949)
C (-2.26109, 1.57134, 1.35993)
C (0.67129, -0.01670, 6.22555)
H (-0.29373, 0.92742, 4.60255)
H (-2.30562, 1.33061, -8.28097)
H (0.96774, 2.79734, 4.43313)
H (1.01035, 2.05908, 6.74074)
H (-0.00125, 2.71605, 0.03313)
H (-0.64391, 0.10478, -3.91964)
H (-1.09108, -7.64872, 1.83338)
H (-2.52002, 0.68075, -6.63826)
H (2.52066, -0.08761, -9.28828)
H (-2.39187, 1.94347, 0.34152)
H (0.37488, -8.26599, 2.62551)
H (0.94418, 0.97228, 8.10951)
H (3.71652, 0.34159, 5.46943)
H (1.43697, -0.61291, -10.59591)
H (0.28111, -0.69370, 4.23081)
H (-0.47312, 1.72158, -3.19741)
H (2.28922, -3.83171, 2.56252)
H (2.30032, -1.82659, -9.61552)
H (-4.08690, 4.68371, -4.36034)
H (-1.19000, -8.33159, 3.47772)
H (0.81765, -3.21804, 1.76214)
H (-5.28676, 3.91131, -5.42992)
H (3.55921, 4.17540, 1.41909)
H (-1.22508, 1.85529, -6.96499)
H (-3.07209, 1.96073, 1.97746)
H (-5.25895, 3.52546, -3.68911)
H (2.39864, 0.99509, 7.14240)
H (2.54705, 2.44429, 5.11535)
H (1.27463, -2.64255, 3.38274)
H (-0.35516, -0.12208, 6.57368)
H (4.16452, 0.84345, 3.36128)
H (-2.30767, 0.48329, 1.36912)
H (-1.64196, 0.55844, -2.51699)

Calculated values
energy above the lowest of the compared OMol25 structures with the same formula, charge and spin	0.000	eV
SMILES string	C#CC[C@@](C[C@H](C)I)(OC(=O)P(C)O)[PH2]=O.COC(=O)OC.COC(=O)OC.COC(=O)OC
E_LUMO	0.193	eV
HOMO-LUMO gap	9.53	eV
charge	0

Below is C22H28N2O3 in the gas phase, with properties calculated with the ωB97M-V functional and the def2-TZVPD basis.

Element x y z (Å)
O (3.29920, 1.51402, -0.53949)
O (5.99580, 0.70998, 0.58700)
O (4.14915, -1.44933, -1.54216)
N (-2.39236, 0.52295, 0.57475)
N (2.52181, -0.19971, 0.73120)
C (3.35502, 0.35770, -0.16407)
C (-5.46030, 1.34071, 0.33745)
C (4.42408, -0.56638, -0.75466)
C (-1.26718, -0.22315, -1.51761)
C (5.78208, -0.21874, -0.37506)
C (0.06210, 0.07441, 0.58139)
C (0.08574, 0.18969, -0.94373)
C (-5.33283, -0.00881, 0.64268)
C (2.62505, -1.58480, 1.12484)
C (-7.05028, 0.84781, -1.37727)
C (-4.35859, -0.42036, 1.70819)
C (7.98338, 0.00207, -0.12447)
C (-1.11253, 0.91069, 1.12201)
C (-6.08237, -0.94439, -0.07555)
C (-2.38453, 0.60608, -0.87283)
C (7.31188, 0.83705, 0.72728)
C (-6.93470, -0.49725, -1.07723)
C (6.99305, -0.68970, -0.84130)
C (-2.96158, -0.69791, 1.11658)
C (-5.99939, -2.41391, 0.22092)
C (1.37787, 0.55346, 1.20229)
C (-6.30841, 1.77294, -0.66486)
H (-2.32514, -1.08903, 1.91631)
H (7.12494, -1.42911, -1.60407)
H (-1.43765, -1.28508, -1.32149)
H (-1.16163, 0.84040, 2.21198)
H (-7.71803, 1.17028, -2.16278)
H (2.12468, -2.24584, 0.41208)
H (0.87728, -0.43560, -1.36302)
H (1.55555, 1.59579, 0.92734)
H (-4.70432, -1.31518, 2.22704)
H (-1.27991, -0.07735, -2.59829)
H (-4.97773, -2.77815, 0.12898)
H (-4.25837, 0.38559, 2.43644)
H (-6.62658, -2.97613, -0.46675)
H (-2.24673, 1.65926, -1.13753)
H (9.04458, -0.09934, -0.22209)
H (-0.94586, 1.96064, 0.85952)
H (-3.04361, -1.47448, 0.34821)
H (-3.36171, 0.29162, -1.24338)
H (-6.39084, 2.82632, -0.88888)
H (0.30140, 1.22446, -1.21925)
H (7.66492, 1.54095, 1.45604)
H (-7.51793, -1.21810, -1.63362)
H (3.67094, -1.88429, 1.19104)
H (-0.10333, -0.97427, 0.85596)
H (-4.87172, 2.05635, 0.89156)
H (-6.33798, -2.61980, 1.23648)
H (1.32902, 0.47648, 2.29410)
H (2.16534, -1.70622, 2.10528)

Calculated values
energy above the lowest of the compared OMol25 structures with the same formula, charge and spin	2.855	eV
SMILES string	Cc1ccccc1CCN1CCC[C@@H](CN(C)C(=O)C(=O)c2ccco2)C1
E_LUMO	0.047	eV
HOMO-LUMO gap	8.10	eV
charge	0

Question: Which value of E_LUMO does entry 2 give?
Answer: 0.193 eV

Question: The highest HOMO-LUMO gap belongs to which entry?
Answer: C18H33IO13P2